a.
# C5H11OP

2 unconnected molecules or ions with the total composition C5H11OP (ωB97M-V with the def2-TZVPD basis set, OMol25).

```
! RIJCOSX wB97M-V def2-TZVPD def2/J DEFGRID3
* xyz 0 1
C -1.822 0.800 0.545
C -0.899 -1.965 -0.033
C 1.567 1.262 0.984
C 0.931 0.258 -1.698
C -0.074 -0.882 0.660
O -2.667 0.307 -0.130
P 1.419 -0.398 -0.032
H -1.660 1.797 0.998
H -1.223 -1.304 -0.891
H -0.429 -2.856 -0.405
H -1.847 -2.259 0.540
H 2.375 1.945 0.786
H 1.564 1.043 2.049
H 0.637 1.830 0.957
H 1.658 0.717 -2.240
H 0.142 1.067 -1.597
H 0.499 -0.499 -2.268
H -0.172 -0.862 1.774
*
```

Properties
E_HOMO (alpha / beta)	-7.265 / -7.181	eV



b.
# C5H11OP

C5H11OP in the gas phase (ωB97M-V with the def2-TZVPD basis set, OMol25).

```
! RIJCOSX wB97M-V def2-TZVPD def2/J DEFGRID3
* xyz 0 1
C -0.563 -0.237 -0.059
C 0.534 1.051 0.198
C -1.775 -0.120 0.845
C -0.148 -1.698 -0.089
C 1.932 0.723 0.834
O -0.968 0.119 -1.568
P 0.159 1.219 -1.542
H -2.526 -0.862 0.516
H -2.198 0.968 0.919
H -1.470 -0.514 1.859
H 0.427 -2.057 -0.914
H -1.085 -2.402 -0.008
H 0.346 -1.843 0.970
H 2.586 -0.002 0.380
H 1.635 0.578 1.861
H 2.522 1.670 0.648
H 0.779 0.897 -2.810
H -0.189 2.511 -2.040
*
```

Properties
E_HOMO	-7.572	eV



c.
# C5H11OP

2 unconnected molecules or ions with the total composition C5H11OP (ωB97M-V with the def2-TZVPD basis set, OMol25).

```
! RIJCOSX wB97M-V def2-TZVPD def2/J DEFGRID3
* xyz 0 1
C -2.294 -2.065 -0.162
C -1.557 -1.228 0.536
C 1.261 1.936 -0.117
C 1.729 -0.566 0.039
C 0.850 0.579 0.447
O -2.596 1.744 -0.106
P -0.792 0.158 -0.172
H -3.047 -2.719 0.228
H -2.260 -1.885 -1.261
H -1.501 -1.154 1.630
H 1.071 1.961 -1.263
H 0.648 2.778 0.330
H 2.345 2.297 0.144
H 1.338 -1.429 0.588
H 2.808 -0.286 0.358
H 1.963 -0.805 -1.053
H 0.673 0.741 1.491
H -0.640 -0.055 -1.657
*
```

Properties
E_HOMO (alpha / beta)	-8.263 / -8.398	eV



Stability summary - winner: b; margin: 8.2 kJ/mol.



a.
# C6H10N5O

A gas-phase ion, C6H10N5O (charge +1) (ωB97M-V with the def2-TZVPD basis set, OMol25).

```
! RIJCOSX wB97M-V def2-TZVPD def2/J DEFGRID3
* xyz 1 1
C -1.367 -1.677 -0.571
N -2.537 -1.254 -0.402
C -2.710 0.061 0.174
C -1.599 0.445 1.153
N -0.304 0.351 0.357
C 0.315 1.415 -0.117
C 1.598 1.186 -0.975
N 2.733 0.649 -0.219
O 2.420 -0.258 0.847
N 2.201 -1.551 0.251
N 1.007 -1.688 -0.261
C -0.109 -1.028 -0.146
H -1.399 -2.583 -1.109
H -3.652 -0.023 0.552
H -2.836 0.719 -0.615
H -1.598 1.365 1.633
H -1.414 -0.185 1.940
H 0.144 2.270 0.425
H 1.292 0.410 -1.679
H 1.783 2.213 -1.294
H 3.232 1.476 0.031
H 2.798 -2.315 0.027
*
```

Properties
E_HOMO (alpha / beta)	-13.230 / -13.229	eV
structure (SMILES)	C1=NCC/[N+]2=C/CNON/N=C/12



b.
# C6H10N5O

A gas-phase ion, C6H10N5O (charge +1) (ωB97M-V with the def2-TZVPD basis set, OMol25).

```
! RIJCOSX wB97M-V def2-TZVPD def2/J DEFGRID3
* xyz 1 1
C -0.766 1.225 -0.275
C -0.921 0.464 1.128
C -1.273 0.463 -1.207
C 1.231 -0.623 0.882
C 0.737 -1.881 -1.093
C 0.063 -1.079 -2.320
N -0.040 -0.388 1.434
N 1.585 -1.281 -0.180
N -0.811 2.643 -0.179
N -2.025 0.855 1.818
N 2.279 -0.129 1.668
O -1.182 -0.611 -1.791
H -0.071 -2.304 -0.516
H 1.353 -2.806 -1.471
H 0.756 -0.305 -2.586
H -0.231 -1.652 -3.245
H -0.891 3.308 -0.978
H -0.243 2.972 0.578
H -2.945 1.003 1.474
H -2.034 0.455 2.706
H 2.190 0.199 2.696
H 3.241 -0.529 1.457
*
```

Properties
E_HOMO	-12.360	eV



Stability summary - winner: b; margin: 264.4 kJ/mol.